(1)
Computed, not measured: a molecular structure, C2H4InO2, with ωB97M-V/def2-TZVPD.

Geometry as ORCA input:
```
! RIJCOSX wB97M-V def2-TZVPD def2/J DEFGRID3
* xyz 1 1
C -0.319 1.244 0.048
O -0.304 -1.303 0.158
H -0.228 1.261 -1.068
H 0.827 -0.154 1.335
In -0.469 -3.785 -1.285
C 0.404 -0.298 0.322
O -1.497 1.387 0.347
H 0.318 2.023 0.499
H 1.269 -0.375 -0.357
*
```

(2)
Computed, not measured: 3 unconnected molecules or ions with the total composition CH5O4, with ωB97M-V/def2-TZVPD.

Geometry as ORCA input:
```
! RIJCOSX wB97M-V def2-TZVPD def2/J DEFGRID3
* xyz -1 1
H 1.494 1.501 -1.035
O -0.545 0.053 2.746
C -0.847 -0.453 1.665
O -0.257 -1.108 -2.048
H -0.293 -0.744 -1.133
H 1.010 0.919 0.279
H -0.152 -0.338 -2.612
H -1.632 -1.248 1.704
O 1.619 1.612 -0.082
O -0.398 -0.194 0.515
*
```

(3)
Computed, not measured: a gas-phase ion, C6H5O2 (charge -1), with ωB97M-V/def2-TZVPD.

Geometry as ORCA input:
```
! RIJCOSX wB97M-V def2-TZVPD def2/J DEFGRID3
* xyz -1 1
H -2.396 -0.488 -1.277
O 1.110 -1.181 1.108
H 2.563 1.285 -1.605
O -1.120 2.393 0.512
C -0.734 -0.008 -0.083
H -2.042 -1.929 0.050
H -0.991 -1.602 -1.404
C 1.266 1.005 0.039
C 2.034 1.727 -0.664
C -0.938 1.226 0.299
C -1.564 -1.114 -0.731
H 2.208 2.816 -0.589
C 0.710 -0.275 0.408
*
```

These records have molar mass values of 174.87; 81.05; 109.10 g/mol, in the order they appear.
These records have electronic energy values of -418.781217; -342.147975; -382.005025 a.u., in the order they appear.
These records have gap between HOMO and LUMO values of 7.2573; 8.8100; 6.5386 eV, in the order they appear.